No. 1
A structure of composition C32H39N5Pb at a distorted geometry, computed with ωB97M-V/def2-TZVPD.

```
77
Properties=species:S:1:pos:R:3:lowdin_charge:R:1
H -1.8922 3.0024 1.9244 0.057
C 1.2162 -2.1441 1.3498 -0.215
C -0.2216 -0.5667 -2.9627 -0.249
H 4.2556 -2.7114 -0.2383 0.083
C 1.2093 -1.8305 -0.9031 -0.421
H -2.0339 0.0822 -4.0034 0.105
H 3.6497 1.1560 4.1331 0.061
H -0.4840 -2.6894 -3.1429 0.082
C -1.0508 -5.1001 0.4522 -0.086
N -2.0546 -0.6139 1.0140 -0.109
H 4.0357 2.9468 0.7296 0.064
H -0.7915 3.4653 -5.1430 0.062
C -2.8353 -0.9961 2.1013 -0.120
C 0.1474 -3.2309 1.4740 -0.308
H 3.4751 1.4906 -0.1088 0.056
H 3.9754 -1.1670 -2.4894 0.086
C 0.0875 2.4213 2.4813 -0.342
C 2.2422 1.6079 2.6024 -0.299
C 3.4567 0.9094 3.0777 -0.086
C 0.6389 1.1306 4.6149 -0.081
C -1.3289 2.5428 -4.8752 -0.107
C 3.3750 -2.2155 -0.5995 -0.082
H -0.1620 0.3750 4.5209 0.067
C 3.2254 1.0233 -3.1570 -0.074
C -1.3160 2.7406 2.8203 -0.086
H -0.9222 3.2419 0.0253 0.056
C -0.7998 -1.8545 -2.4899 -0.128
C 2.1000 2.2914 1.3529 -0.332
H 0.2469 1.9260 5.2717 0.067
C -0.4465 1.5458 -4.1718 -0.297
N 2.1115 -2.3704 0.0074 -0.104
C -1.8224 -3.9942 2.4462 -0.174
H 2.0006 -1.9510 2.0655 0.049
H -5.0533 -0.8894 2.3354 0.055
H 1.4080 2.5928 -4.5223 0.100
C -2.0283 -4.9461 1.4297 -0.117
C 0.1335 3.5233 0.1470 -0.093
H 2.7724 3.0720 -0.5111 0.063
C -0.9966 0.3335 -3.7238 -0.027
H -1.7361 2.1090 -5.8081 0.068
H -2.9326 -5.5266 1.4635 0.071
H -1.3525 3.6086 3.5006 0.068
C 1.7580 0.8332 -3.2982 -0.205
H -2.5939 0.2099 -0.9297 0.118
N -4.1648 -0.3335 0.4396 -0.134
C 0.0756 -4.2624 0.5182 -0.047
H -2.2088 2.8382 -4.2708 0.064
C 0.9983 1.6932 3.2928 -0.304
N 1.8258 -1.2346 -1.9091 -0.036
H 3.5359 2.0536 -3.3432 0.079
H -1.8152 1.8999 3.3199 0.060
H 0.8950 -4.3183 -0.2131 0.100
Pb 0.2090 -0.1146 0.5798 1.447
H 1.5009 0.6618 5.1079 0.059
C -4.1866 -0.7687 1.7617 -0.092
C -2.8802 -0.2099 0.0289 -0.157
C 3.1441 2.4524 0.3169 -0.086
H -6.0201 0.5951 0.1050 0.009
N -0.7934 -3.1160 2.4527 0.072
C -5.3426 -0.1301 -0.3718 -0.401
H 4.3352 1.2085 2.4885 0.061
C 0.7572 2.7833 1.2751 -0.377
H -2.5235 -3.9342 3.2815 0.092
H 3.7877 0.3785 -3.8392 0.075
H -2.4306 -1.4039 2.9864 0.068
H 3.5428 0.7628 -2.1474 0.040
H -0.3828 -2.1075 -1.4514 0.021
H -5.0521 0.2404 -1.3611 0.021
H -1.9046 -1.8340 -2.4448 0.059
H -1.1327 -5.8139 -0.3593 0.091
C 3.2231 -1.4877 -1.7649 -0.076
H -5.8972 -1.0768 -0.4939 0.002
H 0.6467 3.3319 -0.8035 0.055
C 1.1239 -0.2893 -2.7681 -0.163
H 3.3672 -0.1902 3.0072 0.058
H 0.1592 4.6047 0.3393 0.066
C 0.9413 1.7371 -4.0227 -0.027
```

LUMO level (spin up / spin down): 4.618 / 4.615 eV
HOMO-LUMO gap (spin up / spin down): 0.0800 / 0.1137 Ha
Electronic energy: -46507.3165 eV
Highest occupied orbital energy (spin up / spin down): 0.08968 / 0.05589 Eh
Maximum force: 3.78 eV/A
2S+1: 1
ΔE to the lowest compared entry with this formula, charge and spin: 3.5538 eV
Total charge: -2



No. 2
A cluster of 3 separate species, C15H32I2O9S in total at a distorted geometry, computed with ωB97M-V/def2-TZVPD.

```
59
Properties=species:S:1:pos:R:3:nbo_charge:R:1
H 6.2922 3.7455 2.4882 0.182
H 1.8227 4.6106 2.4782 0.172
H -3.7850 -3.2553 -0.7622 0.169
C 3.4892 4.4342 1.0802 -0.088
H 6.4594 4.7423 1.0373 0.178
O -2.7657 -4.3063 -6.4705 -0.843
H 1.3601 -0.8757 2.3338 0.175
H 1.3244 -0.8778 0.5660 0.176
O -1.9425 1.1553 -0.4334 -0.539
H -2.4837 -3.9122 -3.0748 0.495
H 3.9789 3.5298 5.5474 0.184
H -1.1852 -1.6661 -2.2335 0.177
C -2.3960 0.7231 0.8495 -0.080
H -4.7752 -8.9148 -5.6689 0.249
H -0.2391 0.0370 -0.7721 0.176
H -4.2617 -1.5458 -1.0143 0.177
H 1.5167 3.6201 1.0987 0.186
C -1.3434 0.3157 1.8970 -0.090
O 3.1902 5.0197 4.4243 -0.546
H 2.1702 6.3894 5.5771 0.179
C 5.7943 4.0555 1.5654 -0.253
C 2.0003 5.7445 4.7134 -0.255
C -4.3761 -8.3027 -6.5817 -0.680
O -2.2460 -1.9060 -0.5247 -0.550
H -5.1624 -7.4346 -6.8184 0.246
H -2.9468 1.5751 1.2669 0.185
C -1.2063 0.2242 -1.2308 -0.081
I -1.1930 -7.5732 -7.6136 0.195
C 3.4106 2.6745 3.6700 -0.080
C -2.9387 -7.5158 -6.2481 -0.177
C 3.1624 3.6516 4.8352 -0.091
H -4.2346 -8.9151 -7.5691 0.244
O 2.4710 2.6535 2.5924 -0.546
H 1.0759 0.6437 1.4320 0.187
H 2.2320 3.3974 5.3451 0.171
H -1.8758 -0.0333 2.7847 0.179
O -2.8549 -3.5192 -3.9204 -0.859
C -3.6300 -2.2251 -0.4375 -0.255
C 0.8799 -0.4309 1.4595 -0.257
H 4.4172 2.7760 3.2734 0.175
O -1.6035 -5.9403 -4.6394 -0.697
I -4.5751 -6.6216 -3.5512 0.166
O 4.5958 4.7328 1.9099 -0.544
C -2.8494 -6.7111 -4.9643 0.035
H -3.9268 -2.1532 0.6142 0.185
H 1.1377 5.0972 4.8865 0.171
H 3.1712 5.3726 0.6201 0.183
H 1.7773 6.3834 3.8523 0.182
H -0.7667 1.2014 2.2002 0.173
H 3.3811 1.6634 4.0955 0.185
H 3.7621 3.7548 0.2599 0.169
O -0.5045 -0.7421 1.4734 -0.548
H 5.6214 3.1630 0.9592 0.171
C 2.2847 3.8561 1.8457 -0.082
S -1.9294 -4.3121 -5.1534 1.626
H -2.7606 -0.8748 -2.2766 0.178
H -3.1495 -0.0518 0.7284 0.168
H -0.9735 0.7626 -2.1582 0.185
C -1.8980 -1.0891 -1.6439 -0.092
```

LUMO level: -0.775 eV
HOMO-LUMO gap: 0.2966 Ha
Electronic energy: -61528.7323 eV
Highest occupied orbital energy: -0.32507 Eh
Maximum force: 5.92 eV/A
2S+1: 1



No. 3
An isolated molecule of C7H11N3 at a distorted geometry, computed with ωB97M-V/def2-TZVPD.

```
21
Properties=species:S:1:pos:R:3:nbo_charge:R:1
C 2.1227 -0.0063 0.4453 -0.011
H 0.1308 -2.2958 0.5520 0.268
C -0.6975 -2.1662 -0.0817 -0.736
C -2.9677 0.2629 -0.3997 -0.626
H 1.7723 2.8804 -0.5566 0.402
C 2.9532 -1.0519 0.2738 -0.500
H 0.5657 3.3521 0.6725 0.396
N -0.8778 1.6298 -0.1433 -0.562
N 1.0034 0.3938 -0.1641 -0.503
H -3.4545 1.0133 -1.1727 0.237
H 2.6035 -1.9019 -0.3378 0.184
H -0.4894 -2.9189 -0.8786 0.228
N 1.1819 2.6726 0.2714 -0.844
H -3.3483 0.5581 0.6763 0.228
H -3.4663 -0.6185 -0.6047 0.219
C 0.3772 1.5655 0.0040 0.583
H 3.9056 -1.1176 0.8136 0.210
H 2.5450 0.7544 1.0629 0.188
H -1.5698 -2.5767 0.3625 0.251
C -1.4668 0.3634 -0.3670 0.078
C -0.8231 -0.7927 -0.4281 0.310
```

LUMO level: 0.366 eV
HOMO-LUMO gap: 0.2996 Ha
Electronic energy: -11903.6007 eV
Highest occupied orbital energy: -0.28612 Eh
Maximum force: 4.88 eV/A
2S+1: 1
ΔE to the lowest compared entry with this formula, charge and spin: 3.0875 eV



No. 4
A structure of composition C46H51N8OPRhS2, computed with ωB97M-V/def2-TZVPD.

```
110
Properties=species:S:1:pos:R:3:lowdin_charge:R:1
H 0.4803 4.5254 -3.6475 0.107
C -5.3284 -0.5549 -4.2866 -0.022
H -1.2619 2.8496 -1.1937 0.076
C -3.3249 -0.7195 -2.9649 -0.184
C 1.7916 -6.4201 -0.1697 -0.093
H -0.4898 2.2168 2.8921 0.097
C 0.8191 -7.3529 0.1151 -0.090
H 3.5971 -1.4411 3.2376 0.118
N 2.0097 1.5586 0.0524 -0.201
H 0.4125 -3.0311 -5.5609 0.087
C 2.1008 2.6704 6.1265 -0.046
H -2.4987 3.6428 2.8576 0.102
C -4.0330 1.4258 -3.7936 -0.008
O 3.1733 3.0984 8.2194 -0.015
H 0.6985 -0.3499 -3.0605 0.075
C -1.2841 -2.0663 -2.9013 -0.262
C -3.6804 -1.8695 1.1290 -0.093
H -0.8833 3.4479 -3.3423 0.098
C -2.5806 -1.6378 -0.8141 -0.254
C -1.6031 2.4255 -0.2538 -0.228
N 0.1484 -4.7033 -0.0170 -0.109
H -2.1136 0.2809 1.1788 0.096
H 1.6013 2.7978 -4.9917 0.109
H -1.8670 1.2479 3.4098 0.108
H -0.9109 4.0400 0.9765 0.112
C 1.4298 -5.0680 -0.2343 -0.737
H -4.5613 -2.3887 -3.4775 0.129
C 0.2535 1.1843 -4.5407 -0.188
N 0.5528 1.4981 -2.1241 -0.197
H 3.7427 3.6356 0.2809 0.105
H -2.5651 1.9223 -0.4563 0.113
C -3.8174 -1.3969 -0.1606 -0.041
C 0.7127 -2.3339 1.6090 -0.191
H -0.4694 -0.0049 1.7348 0.081
C 2.5978 -0.2586 6.2557 -0.583
C 4.4887 1.6288 0.1460 -0.184
C 3.1072 2.5129 2.0162 -0.176
C -6.0729 1.6159 -5.1417 -0.191
H 0.6845 3.4564 -1.3948 0.103
C -2.3692 2.8848 2.0804 -0.209
H 2.5852 0.4100 1.7299 0.106
C -0.7898 -5.6041 0.2580 -0.119
C -2.3566 -2.3492 1.2345 -0.168
H -0.3136 -1.4034 4.9537 0.112
H -6.1854 -1.0144 -4.7604 0.116
C 1.0570 -2.0163 2.7308 -0.123
H 1.2166 1.4646 1.9904 0.079
C -1.8525 3.5134 0.7875 -0.184
H -1.2791 -7.6646 0.5605 0.092
H -3.8873 2.4938 -3.8887 0.120
C -1.1384 -2.0762 -4.3242 -0.042
H -1.8067 -1.6046 -5.0278 0.109
S 2.4101 -3.6857 -0.5697 0.621
C 0.1986 3.4766 -3.5167 -0.190
N -0.6523 1.4521 0.2427 -0.185
N 0.7860 -0.7486 -0.6111 -0.272
C 1.5764 -1.4870 3.9467 -0.256
H 5.0455 3.3016 1.4151 0.100
H 3.6032 2.1675 2.9297 0.095
H 1.0456 2.4235 6.2613 0.091
C -3.1341 0.6545 -3.0785 -0.006
C 0.9404 0.6879 -3.2759 -0.219
C 1.2464 -0.5773 6.1692 -0.114
H 3.2536 1.5458 -1.6298 0.086
H 4.8397 0.8509 0.8308 0.107
H -2.5719 4.2425 0.4019 0.105
H -4.6939 -0.9609 -0.6141 0.105
H 2.0023 3.0011 -2.4562 0.109
C 0.7426 -1.1794 5.0299 -0.031
C 4.1514 2.8765 0.9524 -0.206
C -1.1664 0.7762 1.4298 -0.218
H 2.0329 0.7395 -3.4265 0.117
H -4.4185 -1.8618 1.9152 0.086
H 0.5963 0.5915 -5.3931 0.109
C -1.4329 1.7748 2.5546 -0.182
H 2.4504 2.1251 5.2529 0.062
H -2.2673 1.1053 -2.6090 0.099
Rh 0.2606 -2.6475 -0.2705 0.847
H 1.4234 -3.7536 -3.1346 0.067
C 2.1819 1.4059 1.4966 -0.218
N -6.8239 2.2504 -5.7379 0.141
C -4.4225 -1.3192 -3.5706 -0.010
H 0.5881 -0.3329 6.9940 0.105
S 3.2302 0.5772 7.6856 1.008
H 2.1999 3.7437 5.9811 0.086
C 2.8510 2.2983 7.3780 -0.744
C -2.3310 -1.5135 -2.1873 -0.043
C 0.5158 -3.2021 -3.3326 -0.154
H 2.5200 3.3967 2.2805 0.102
H 2.8209 -6.7024 -0.3421 0.100
H -0.8247 1.0215 -4.4516 0.088
N -1.7076 -2.2134 0.0845 -0.047
H -1.7885 -5.2143 0.4168 0.109
N -0.2315 -2.7773 -2.3373 -0.036
C 3.4462 -0.5918 5.2025 -0.106
H -0.0184 3.0424 -5.6323 0.103
C 2.9441 -1.1974 4.0657 -0.035
H -1.8448 -2.7369 2.1026 0.099
C -5.1334 0.8200 -4.3980 -0.237
H -3.3591 2.4542 1.8867 0.110
C -0.5000 -6.9509 0.3347 -0.085
C 0.9157 2.8975 -2.3007 -0.243
C -0.0112 -2.8031 -4.5957 -0.074
C 3.2506 1.1316 -0.6182 -0.224
C 0.5357 2.6678 -4.7674 -0.206
H 1.0798 -8.4031 0.1699 0.100
P 0.6345 0.7443 -0.5948 0.563
H 5.3031 1.8141 -0.5577 0.103
H 3.2733 0.0379 -0.7093 0.102
H 4.5009 -0.3550 5.2734 0.104
```

LUMO level: 1.692 eV
HOMO-LUMO gap: 0.2293 Ha
Electronic energy: -96469.3027 eV
Highest occupied orbital energy: -0.16708 Eh
Maximum force: 0.22 eV/A
2S+1: 1
ΔE to the lowest compared entry with this formula, charge and spin: 0.0000 eV
Total charge: -1



Q: Number 4 is which compound?
A: C46H51N8OPRhS2